(1)
A single C15H22N2O3 molecule in a non-equilibrium geometry, computed with ωB97M-V/def2-TZVPD.

Structure (XYZ):
```
42
Properties=species:S:1:pos:R:3:nbo_charge:R:1
C 4.16 -1.37 0.10 -0.636
C 3.76 -0.36 -0.99 -0.224
C 4.70 0.86 -0.91 -0.598
C 2.31 0.10 -1.10 -0.432
C 1.62 0.37 0.22 -0.148
N 0.26 -0.15 0.39 -0.637
C -0.13 -1.46 0.25 0.672
O 0.54 -2.27 -0.46 -0.649
C -1.54 -1.84 0.86 -0.103
N -1.49 -0.96 1.99 -0.870
C -2.91 -1.90 0.06 -0.397
C -3.48 -0.50 -0.25 -0.064
C -3.71 0.39 0.77 -0.192
C -4.27 1.64 0.53 -0.206
C -4.57 1.98 -0.77 -0.232
C -4.31 1.14 -1.81 -0.218
C -3.84 -0.15 -1.52 -0.183
C 1.62 1.78 0.86 0.799
O 0.92 1.99 1.84 -0.610
O 2.27 2.84 0.29 -0.687
H 4.28 -1.04 1.20 0.202
H 3.51 -2.27 0.14 0.230
H 5.14 -1.77 -0.09 0.217
H 4.12 -0.73 -1.93 0.210
H 5.67 0.52 -0.91 0.200
H 4.69 1.48 -1.83 0.204
H 4.47 1.58 -0.05 0.200
H 1.77 -0.78 -1.43 0.268
H 2.18 0.95 -1.94 0.221
H 2.21 -0.22 1.00 0.236
H -0.33 0.55 0.98 0.465
H -1.47 -2.86 1.10 0.187
H -0.64 -0.99 2.62 0.384
H -2.19 -1.07 2.76 0.365
H -3.50 -2.35 0.85 0.211
H -2.84 -2.61 -0.79 0.238
H -3.59 0.14 1.85 0.212
H -4.60 2.29 1.44 0.219
H -4.88 3.00 -0.96 0.212
H -4.42 1.39 -2.90 0.221
H -3.82 -0.95 -2.35 0.211
H 2.31 3.61 0.87 0.506
```

As for the spin multiplicity: 1. For the energy relative to the best compared isomer or geometry (same formula, charge and spin), the calculation gives 342.2 kJ/mol. As for the SMILES: CC(C)C[C@H](NC(=O)[C@@H](N)Cc1ccccc1)C(=O)O. For the orbital gap, the calculation gives 9.70 eV. The LUMO energy is 0.61 eV. As for the net charge: 0. The value obtained for the HOMO energy is -0.334 Ha.

***

(2)
A single C15H22N2O5S molecule, computed with ωB97M-V/def2-TZVPD.

Structure (XYZ):
```
45
Properties=species:S:1:pos:R:3:nbo_charge:R:1
C 1.82 -2.77 3.29 -0.632
C 0.73 -2.45 2.31 -0.031
C -0.18 -3.43 1.97 -0.176
C -1.19 -3.21 1.06 -0.006
C -2.14 -4.32 0.72 -0.630
C -1.31 -1.95 0.45 0.019
C -2.40 -1.80 -0.56 -0.662
C -0.41 -0.94 0.82 -0.325
S -0.46 0.68 0.01 2.311
O -1.71 0.93 -0.68 -0.972
O -0.05 1.74 0.89 -0.932
N 0.72 0.45 -1.19 -0.852
C 1.84 1.36 -1.17 -0.150
C 2.67 1.23 -2.44 -0.604
C 1.39 2.82 -1.01 0.802
O 2.04 3.67 -0.45 -0.583
O 0.23 3.03 -1.63 -0.531
C -0.31 4.34 -1.51 -0.170
C -1.68 4.43 -2.17 0.646
N -2.44 3.33 -2.03 -0.824
O -2.04 5.43 -2.76 -0.614
C 0.62 -1.18 1.73 0.101
C 1.66 -0.17 2.13 -0.685
H 2.80 -2.56 2.85 0.220
H 1.72 -2.16 4.19 0.221
H 1.78 -3.81 3.57 0.218
H -0.10 -4.41 2.43 0.206
H -1.88 -5.22 1.27 0.218
H -2.11 -4.54 -0.35 0.220
H -3.16 -4.04 0.97 0.221
H -2.22 -2.49 -1.39 0.217
H -2.47 -0.80 -0.95 0.261
H -3.36 -2.06 -0.12 0.221
H 0.26 0.45 -2.08 0.407
H 2.46 1.12 -0.30 0.229
H 3.01 0.21 -2.56 0.224
H 3.53 1.89 -2.39 0.237
H 2.07 1.51 -3.31 0.213
H -0.40 4.60 -0.44 0.220
H 0.37 5.07 -1.97 0.219
H -3.36 3.33 -2.43 0.400
H -2.13 2.52 -1.51 0.430
H 2.63 -0.46 1.72 0.216
H 1.41 0.82 1.79 0.258
H 1.75 -0.15 3.21 0.226
```

As for the spin multiplicity: 1. For the energy relative to the best compared isomer or geometry (same formula, charge and spin), the calculation gives 27.1 kJ/mol. As for the SMILES: Cc1cc(C)c(C)c(S(=O)(=O)N[C@@H](C)C(=O)OCC(N)=O)c1C. For the orbital gap, the calculation gives 9.58 eV. The LUMO energy is 0.49 eV. As for the net charge: 0. The value obtained for the HOMO energy is -0.334 Ha.

***

(3)
A single C15H22N2S molecule, computed with ωB97M-V/def2-TZVPD.

Structure (XYZ):
```
40
Properties=species:S:1:pos:R:3:nbo_charge:R:1
C -1.14 -1.68 1.47 -0.641
C -0.45 -1.95 0.17 -0.033
C -1.11 -2.62 -0.85 -0.215
C -0.46 -2.95 -2.03 -0.200
C 0.88 -2.63 -2.18 -0.214
C 1.57 -1.96 -1.19 -0.026
C 3.03 -1.66 -1.34 -0.641
C 0.89 -1.59 -0.03 0.180
N 1.60 -0.90 0.99 -0.667
C 1.19 0.21 1.67 0.330
S 1.58 0.30 3.28 -0.275
N 0.55 1.20 1.00 -0.457
C 0.70 1.38 -0.43 -0.219
C -0.55 1.12 -1.28 -0.410
C -1.88 1.49 -0.62 -0.399
C -1.87 2.81 0.15 -0.406
C -1.38 2.65 1.59 -0.397
C 0.12 2.38 1.72 -0.226
H -1.28 -0.61 1.64 0.225
H -2.12 -2.16 1.49 0.219
H -0.55 -2.06 2.30 0.236
H -2.15 -2.90 -0.72 0.212
H -0.99 -3.46 -2.81 0.215
H 1.40 -2.91 -3.09 0.211
H 3.30 -0.73 -0.84 0.227
H 3.62 -2.45 -0.88 0.224
H 3.30 -1.60 -2.39 0.220
H 2.20 -1.49 1.56 0.421
H 1.01 2.42 -0.58 0.197
H 1.51 0.75 -0.79 0.218
H -0.43 1.70 -2.20 0.204
H -0.60 0.07 -1.56 0.220
H -2.64 1.54 -1.41 0.212
H -2.19 0.69 0.06 0.198
H -2.89 3.20 0.19 0.211
H -1.26 3.55 -0.37 0.193
H -1.94 1.83 2.06 0.200
H -1.60 3.56 2.15 0.212
H 0.36 2.24 2.77 0.257
H 0.67 3.25 1.35 0.184
```

As for the spin multiplicity: 1. For the energy relative to the best compared isomer or geometry (same formula, charge and spin), the calculation gives 34.7 kJ/mol. As for the SMILES: Cc1cccc(C)c1NC(=S)N1CCCCCC1. For the orbital gap, the calculation gives 8.67 eV. The LUMO energy is 0.77 eV. As for the net charge: 0. The value obtained for the HOMO energy is -0.290 Ha.

***

(4)
A molecular structure, C15H22N4O4PdS2SeSi in a non-equilibrium geometry, computed with ωB97M-V/def2-TZVPD.

Structure (XYZ):
```
50
Properties=species:S:1:pos:R:3:nbo_charge:R:1
Pd 1.01 -0.25 0.54 0.934
C -3.10 -2.14 5.56 -1.112
Si -1.55 -1.15 5.15 1.621
C -2.08 0.59 4.69 -1.114
C -0.31 -1.16 6.56 -1.108
C -0.71 -2.09 3.72 -0.496
C -0.97 -3.44 3.49 -0.129
C -0.37 -4.12 2.44 -0.277
C 0.46 -3.42 1.59 0.066
N 0.74 -2.14 1.81 -0.470
C 0.20 -1.50 2.83 0.089
S 0.76 0.15 2.88 -0.032
H -3.71 -1.59 6.28 0.240
H -2.87 -3.12 6.00 0.232
H -3.70 -2.30 4.67 0.242
H -2.84 0.94 5.39 0.235
H -2.52 0.61 3.69 0.253
H -1.25 1.29 4.71 0.250
H -0.74 -0.75 7.48 0.235
H 0.57 -0.56 6.30 0.244
H 0.03 -2.18 6.78 0.238
H -1.66 -3.97 4.14 0.215
H -0.54 -5.18 2.28 0.222
H 0.95 -3.88 0.74 0.207
O -1.87 1.21 -1.68 -0.930
S -0.82 0.65 -0.88 2.499
O 0.32 0.10 -1.67 -1.025
O -0.15 1.73 0.03 -0.871
O -1.23 -0.41 0.07 -0.965
N 2.39 -1.76 -0.68 -0.501
C 2.35 -1.85 -1.84 0.523
N 2.31 -1.96 -3.14 -0.472
C 3.21 -1.23 -4.03 -0.197
C 4.19 -2.20 -4.67 -0.410
C 3.45 -3.33 -5.38 -0.400
C 2.48 -4.03 -4.42 -0.410
C 1.53 -3.01 -3.80 -0.197
H 3.73 -0.46 -3.45 0.223
H 2.60 -0.74 -4.79 0.196
H 4.83 -2.62 -3.88 0.206
H 4.84 -1.67 -5.37 0.216
H 4.17 -4.05 -5.77 0.217
H 2.89 -2.93 -6.23 0.198
H 3.05 -4.52 -3.62 0.205
H 1.90 -4.79 -4.94 0.217
H 0.86 -3.46 -3.07 0.225
H 0.93 -2.54 -4.58 0.198
Se 0.72 2.71 -1.14 0.825
C 2.17 1.92 -0.51 -0.034
N 2.82 1.20 0.11 -0.321
```

As for the spin multiplicity: 1. For the energy relative to the best compared isomer or geometry (same formula, charge and spin), the calculation gives 315.8 kJ/mol. For the orbital gap (alpha / beta), the calculation gives 6.74 / 6.67 eV. The LUMO energy (alpha / beta) is -1.29 / -1.32 eV. As for the net charge: 0. The value obtained for the HOMO energy (alpha / beta) is -0.295 / -0.293 Ha.

***

(5)
A single C15H22O molecule in a non-equilibrium geometry, computed with ωB97M-V/def2-TZVPD.

Structure (XYZ):
```
38
Properties=species:S:1:pos:R:3:nbo_charge:R:1
C -1.42 4.01 2.32 -0.405
C -0.13 3.66 1.94 -0.159
C 0.20 2.23 1.65 -0.444
C 0.72 2.06 0.24 -0.216
C -0.38 2.18 -0.84 -0.413
C -0.29 0.89 -1.61 -0.206
C 1.22 0.64 -1.56 -0.417
C 1.28 0.66 -0.02 -0.200
C 0.32 -0.51 0.29 -0.220
C 1.03 -1.92 0.13 -0.426
C 0.05 -3.10 0.14 0.245
C 0.55 -4.54 0.30 -0.636
O -1.25 -2.83 0.65 -0.505
C -1.21 -2.85 -0.76 0.059
C -1.14 -1.54 -1.55 -0.436
C -0.83 -0.29 -0.71 -0.204
H -1.62 5.04 2.61 0.193
H -2.21 3.32 2.40 0.187
H 0.57 4.48 1.81 0.201
H -0.69 1.62 1.78 0.209
H 0.96 1.91 2.39 0.215
H 1.52 2.78 0.06 0.208
H -1.40 2.36 -0.46 0.212
H -0.12 3.04 -1.50 0.211
H -0.70 0.95 -2.64 0.215
H 1.49 -0.28 -2.05 0.203
H 1.80 1.45 -2.00 0.207
H 2.29 0.48 0.42 0.214
H -0.06 -0.46 1.29 0.221
H 1.61 -1.91 -0.80 0.207
H 1.78 -2.09 0.88 0.214
H 1.02 -4.85 -0.62 0.215
H 1.30 -4.65 1.14 0.209
H -0.29 -5.22 0.47 0.229
H -1.78 -3.68 -1.20 0.185
H -0.38 -1.63 -2.29 0.204
H -2.08 -1.41 -2.08 0.212
H -1.73 -0.02 -0.21 0.211
```

As for the spin multiplicity: 1. For the energy relative to the best compared isomer or geometry (same formula, charge and spin), the calculation gives 99.3 kJ/mol. As for the SMILES: C=CC[C@@H]1C[C@H]2C[C@@H]1[C@@H]1C[C@@]3(C)O[C@H]3C[C@H]21. For the orbital gap, the calculation gives 10.17 eV. The LUMO energy is 0.92 eV. As for the net charge: 0. The value obtained for the HOMO energy is -0.340 Ha.

***

(6)
A single C15H22O7 molecule in a non-equilibrium geometry, computed with ωB97M-V/def2-TZVPD.

Structure (XYZ):
```
44
Properties=species:S:1:pos:R:3:nbo_charge:R:1
C 2.53 2.95 0.91 -0.638
C 2.89 2.13 -0.35 -0.131
C 2.76 0.74 -0.41 -0.086
C 2.32 -0.17 0.69 -0.482
C 1.19 -1.11 0.26 -0.375
C -0.24 -0.60 0.51 -0.020
C -0.49 0.64 -0.34 -0.615
C -0.62 -0.54 2.02 -0.332
C -0.79 0.84 2.75 0.796
O 0.13 1.13 3.53 -0.577
O -1.83 1.68 2.46 -0.664
C -1.83 -1.44 1.76 -0.401
C -1.32 -1.74 0.37 -0.207
C -2.35 -1.88 -0.84 0.170
C -3.37 -0.75 -1.11 -0.626
O -3.24 -2.92 -0.38 -0.717
C -1.61 -2.25 -2.14 0.771
O -1.05 -3.34 -2.21 -0.597
O -1.59 -1.30 -3.12 -0.674
C 3.35 2.85 -1.53 0.743
O 3.29 4.06 -1.47 -0.598
O 3.83 2.16 -2.59 -0.682
H 3.36 3.60 1.22 0.235
H 2.20 2.30 1.70 0.221
H 1.66 3.57 0.70 0.227
H 3.09 0.19 -1.31 0.212
H 2.01 0.32 1.62 0.228
H 3.23 -0.73 0.90 0.234
H 1.32 -2.07 0.80 0.207
H 1.35 -1.36 -0.78 0.207
H -0.39 0.44 -1.37 0.223
H 0.23 1.40 -0.14 0.228
H -1.49 1.03 -0.17 0.194
H 0.06 -1.10 2.64 0.240
H -2.42 1.27 1.81 0.486
H -2.76 -0.84 1.82 0.193
H -1.96 -2.30 2.42 0.226
H -0.74 -2.70 0.44 0.225
H -4.16 -1.13 -1.79 0.236
H -2.91 0.13 -1.54 0.221
H -3.83 -0.50 -0.21 0.209
H -2.80 -3.81 -0.40 0.488
H -1.08 -1.70 -3.85 0.503
H 4.07 2.85 -3.25 0.500
```

As for the spin multiplicity: 1. For the energy relative to the best compared isomer or geometry (same formula, charge and spin), the calculation gives 0.0 kJ/mol. As for the SMILES: C/C(=C\CC[C@]1(C)[C@@H](C(=O)O)C[C@H]1[C@](C)(O)C(=O)O)C(=O)O. For the orbital gap, the calculation gives 9.69 eV. The LUMO energy is 0.27 eV. As for the net charge: 0. The value obtained for the HOMO energy is -0.346 Ha.

***

(7)
A molecular structure, C15H23Br21IN5O5P in a non-equilibrium geometry, computed with ωB97M-V/def2-TZVPD.

Structure (XYZ):
```
71
Properties=species:S:1:pos:R:3:mulliken_charge:R:1
C 2.40 -1.74 0.78 0.133
N 2.63 -1.52 -0.67 0.152
C 1.48 -0.80 -1.23 -0.424
N 1.28 0.50 -0.56 0.382
C 0.06 0.89 -0.23 0.410
N -0.23 2.06 0.44 -0.435
C -1.56 2.04 0.61 -0.190
C -2.13 3.22 1.38 0.307
C -3.58 3.61 0.99 0.049
O -4.50 3.05 1.44 -0.421
I -4.01 5.26 -0.37 0.070
N -2.14 0.96 0.07 -0.063
C -3.57 0.62 0.06 -0.025
C -3.78 -0.83 -0.49 -0.939
O -3.50 -0.88 -1.87 -0.313
N -1.10 0.27 -0.43 0.192
P 2.58 1.60 -0.16 0.747
O 2.30 2.86 -0.86 -0.805
O 2.64 1.85 1.43 -0.451
O 3.98 1.07 -0.67 -0.397
H 1.41 -2.23 0.92 -0.463
H 3.24 -2.34 1.19 0.309
H 2.40 -0.79 1.36 0.163
H 2.54 -2.45 -1.09 -0.032
H 0.59 -1.46 -1.02 0.195
H 1.54 -0.70 -2.33 -0.352
H -2.09 3.01 2.46 0.259
H -1.49 4.11 1.20 0.099
H -4.02 0.67 1.07 0.405
H -4.10 1.34 -0.60 0.319
H -4.79 -1.17 -0.23 0.306
H -2.99 -1.46 -0.01 0.275
H -4.25 -0.53 -2.38 0.152
H -1.19 -0.62 -0.91 0.589
H 1.90 2.43 1.70 0.356
H 4.52 1.81 -1.00 0.395
C -0.34 -5.00 2.25 -0.404
Br -1.93 -5.92 2.84 -0.008
Br -0.78 -3.38 1.30 0.005
Br 0.88 -4.66 3.71 0.008
H 0.17 -5.65 1.56 0.412
C 6.66 -1.98 0.44 0.367
Br 8.47 -1.38 0.14 -0.055
Br 6.12 -3.34 -0.81 0.001
Br 6.39 -2.55 2.27 -0.016
H 6.01 -1.12 0.28 -0.296
C 3.09 -3.48 -4.60 -0.329
Br 2.95 -4.23 -2.82 -0.063
Br 2.52 -1.63 -4.67 0.009
Br 4.86 -3.71 -5.32 0.009
H 2.41 -4.04 -5.23 0.402
C 7.39 2.16 2.14 -0.249
Br 8.39 3.76 2.53 -0.023
Br 7.34 0.96 3.65 0.008
Br 5.61 2.55 1.50 0.071
H 7.91 1.65 1.34 0.234
C -1.43 7.22 2.06 0.449
Br -1.60 6.44 3.82 -0.020
Br -1.97 9.07 2.05 -0.020
Br 0.35 6.98 1.34 0.008
H -2.11 6.69 1.41 -0.463
C -5.96 -4.87 2.59 -0.200
Br -5.52 -3.01 2.28 0.028
Br -7.53 -5.05 3.69 0.007
Br -6.12 -5.85 0.94 -0.001
H -5.13 -5.30 3.14 0.166
C -5.99 1.09 -5.19 -0.334
Br -4.20 1.75 -5.48 -0.009
Br -6.46 -0.29 -6.45 0.020
Br -6.25 0.50 -3.36 -0.037
H -6.67 1.92 -5.35 0.368
```

As for the spin multiplicity: 1. For the orbital gap, the calculation gives 8.99 eV. The LUMO energy is -2.74 eV. As for the net charge: +1. The value obtained for the HOMO energy is -0.431 Ha.

***

(8)
13 unconnected molecules or ions with the total composition C15H23Cl36O3PS in a non-equilibrium geometry, computed with ωB97M-V/def2-TZVPD.

Structure (XYZ):
```
79
Properties=species:S:1:pos:R:3:mulliken_charge:R:1
C 4.71 0.60 2.98 -0.402
C 3.34 0.18 2.20 0.394
O 2.72 -1.08 2.64 -0.692
P 0.99 -0.71 2.64 0.423
C -0.87 -0.12 2.64 -0.538
S -0.78 1.79 2.58 0.803
O -0.03 2.37 3.84 -0.469
O 0.10 2.24 1.34 -0.518
H 5.59 0.55 2.18 -0.263
H 4.63 1.74 3.30 0.098
H 4.94 -0.02 3.95 0.210
H 3.44 0.17 1.01 0.179
H 2.55 1.05 2.43 -0.001
H 0.61 -2.09 2.75 0.116
H 1.22 0.06 3.84 -0.109
H 1.18 -0.20 1.28 0.075
H -1.47 -0.53 1.72 0.138
H -1.40 -0.42 3.64 0.416
H -2.04 2.40 2.55 0.110
C -0.79 -1.04 -1.26 0.264
Cl 0.25 -2.00 -0.19 -0.119
Cl -2.04 -0.21 -0.32 -0.167
Cl 0.17 0.12 -2.19 -0.047
H -1.28 -1.72 -1.96 0.116
C -2.95 -2.33 -4.81 0.464
Cl -1.82 -3.67 -4.55 -0.127
Cl -2.98 -1.26 -3.40 -0.089
Cl -2.51 -1.42 -6.27 -0.136
H -3.95 -2.75 -4.95 -0.080
C -5.07 -5.04 -7.23 0.091
Cl -3.41 -5.60 -7.50 -0.077
Cl -6.23 -6.26 -7.77 -0.103
Cl -5.32 -4.64 -5.52 -0.224
H -5.23 -4.13 -7.82 0.330
C -0.99 5.78 1.54 0.640
Cl -1.44 7.03 0.36 -0.107
Cl 0.28 6.38 2.62 -0.102
Cl -2.40 5.26 2.47 -0.163
H -0.60 4.92 0.99 -0.285
C -7.73 -9.06 -5.21 -0.018
Cl -7.95 -9.77 -6.81 -0.130
Cl -6.70 -10.09 -4.20 -0.126
Cl -7.04 -7.43 -5.34 -0.065
H -8.71 -8.98 -4.73 0.308
C 3.09 2.12 6.09 0.591
Cl 4.73 1.48 5.88 -0.122
Cl 2.59 3.04 4.66 -0.108
Cl 1.94 0.80 6.41 -0.157
H 3.09 2.79 6.95 -0.191
C -0.24 4.43 -2.50 0.087
Cl -1.36 4.08 -1.17 -0.127
Cl 1.42 4.56 -1.90 -0.108
Cl -0.36 3.18 -3.76 -0.102
H -0.53 5.38 -2.95 0.252
C 1.83 5.87 7.09 0.390
Cl 2.88 4.91 8.16 -0.167
Cl 0.58 6.70 8.03 -0.126
Cl 2.79 7.03 6.16 -0.125
H 1.34 5.19 6.39 0.001
C -2.97 -8.23 -10.80 -0.039
Cl -1.92 -9.18 -9.74 -0.125
Cl -4.22 -7.39 -9.86 -0.043
Cl -2.01 -7.06 -11.73 -0.126
H -3.46 -8.91 -11.50 0.322
C 7.90 -0.57 -0.11 -0.001
Cl 9.44 0.15 0.39 -0.125
Cl 7.44 -1.88 0.98 -0.105
Cl 6.63 0.66 -0.17 -0.091
H 8.03 -0.98 -1.12 0.319
C 5.57 0.10 9.85 0.039
Cl 4.13 0.17 8.82 -0.042
Cl 5.27 0.92 11.40 -0.125
Cl 6.07 -1.58 10.12 -0.125
H 6.39 0.62 9.34 0.254
C -3.73 6.26 -2.90 0.894
Cl -2.94 6.76 -4.40 -0.141
Cl -4.45 7.65 -2.08 -0.131
Cl -4.96 5.02 -3.22 -0.128
H -2.98 5.82 -2.24 -0.490
```

As for the spin multiplicity: 1. For the energy relative to the best compared isomer or geometry (same formula, charge and spin), the calculation gives 359.7 kJ/mol. For the orbital gap, the calculation gives 9.51 eV. The LUMO energy is -0.04 eV. As for the net charge: 0. The value obtained for the HOMO energy is -0.351 Ha.

***

no.,E (hartree)
1,-919.94829
2,-1468.70789
3,-1092.49684
4,-4719.83462
5,-659.93643
6,-1111.44730
7,-55928.44563
8,-18117.21786